Below is a 2-piece molecular cluster, C5H14O overall at a distorted geometry, with properties calculated with ωB97M-V/def2-TZVPD.

Cartesian coordinates (Å):
O: -1.57398 2.70120 1.93796
C: 0.10133 -0.86965 0.12814
C: 1.49376 -0.86542 -0.43166
C: -0.97203 -0.00683 -0.57020
C: -2.00299 -0.74250 -1.43684
C: 2.54574 -0.13524 0.41208
H: 2.65352 0.92932 0.16930
H: -0.66819 2.44233 2.17168
H: 2.41697 -0.25855 1.47575
H: -1.99712 -0.58666 -2.51121
H: -0.37085 -1.85360 0.29960
H: -1.98503 -1.79060 -1.17229
H: -0.48763 0.77644 -1.17205
H: -1.46066 0.62118 0.18082
H: 3.51645 -0.56325 0.16970
H: -2.98682 -0.34633 -1.14940
H: -1.72783 3.52581 2.41672
H: 1.60088 -0.45622 -1.43521
H: 0.03869 -0.64995 1.18855
H: 1.86578 -1.87145 -0.67143

The value obtained for the HOMO energy is -10.5 eV. For the relative energy (zero: lowest compared OMol25 entry of this formula, charge and spin), the calculation gives 94.2 kJ/mol. For the total energy, the calculation gives -274.106178 hartree. The HOMO-LUMO gap comes out at 11.30 eV. The molecular weight is 90.2 g mol⁻¹. The total charge is 0. Its strongest force on any atom is 2.15 eV/Å. The SMILES is CCCCC.O.

Below is a 2-piece molecular cluster, C2H9NS2 overall at a distorted geometry, with properties calculated with ωB97M-V/def2-TZVPD.

Cartesian coordinates (Å):
S: -0.82490 -1.46182 -1.31858
S: -0.77078 -0.91353 0.67106
N: 0.66200 3.11609 0.77755
C: 0.99429 2.40387 -0.48365
C: 0.99626 -1.15918 1.08891
H: 1.45855 -0.17898 1.04152
H: 1.46285 -1.84260 0.40435
H: 0.72939 2.46464 1.55023
H: 1.03437 -1.62984 2.06709
H: 1.42989 3.74789 0.97425
H: 1.23534 3.15370 -1.22797
H: -0.90096 -0.23497 -1.85047
H: 1.79879 1.67942 -0.32762
H: 0.11566 1.85796 -0.79405

The value obtained for the HOMO energy is -9.1 eV. For the relative energy (zero: lowest compared OMol25 entry of this formula, charge and spin), the calculation gives 56.7 kJ/mol. For the total energy, the calculation gives -932.702431 hartree. The HOMO-LUMO gap comes out at 9.58 eV. The molecular weight is 111.2 g mol⁻¹. The total charge is 0. Its strongest force on any atom is 1.15 eV/Å. The SMILES is CSS.CN.

Below is C28H38N6ORh as an isolated structure, with properties calculated with ωB97M-V/def2-TZVPD.

Cartesian coordinates (Å):
Rh: -0.24515 -0.14519 0.85685
O: 1.97411 -2.17412 -0.86175
N: -0.14605 -0.03524 -2.40617
N: 2.28547 -0.40404 -2.26930
N: -0.87036 -1.53219 -0.41957
N: 3.66025 -0.72973 -0.39685
N: -0.09642 0.46874 2.71953
N: -0.56701 1.84648 0.66839
C: -2.20130 -1.73891 2.62193
C: -1.97654 -3.19413 -1.77405
C: -0.00964 -0.63340 3.66573
C: -0.20688 1.40987 -2.81318
C: 3.98006 -1.40145 0.85096
C: -1.56076 4.44220 4.27170
C: 0.25624 2.30128 -1.66512
C: 1.09799 -0.77521 -2.93055
C: -1.87983 4.52564 2.93605
C: -1.59387 3.66782 1.87655
C: 3.13299 0.65104 -2.82661
C: -0.48555 2.17925 4.35096
C: 4.47220 0.41713 -0.77274
C: -0.92123 3.36856 4.88508
C: -0.78878 2.58019 -0.56820
C: -2.88235 -3.55828 -2.69482
C: -1.35606 -1.36224 3.85288
C: 4.53867 0.52168 -2.28154
C: -1.33144 -0.87749 -2.60909
C: 2.61972 -1.17034 -1.13474
C: -0.86899 2.46687 1.81929
C: -3.21385 -1.52498 -4.12169
C: -0.48306 1.69196 3.02249
C: -0.55447 -2.41258 0.70088
C: -1.44157 -1.86567 -1.51963
C: -2.06894 -0.74507 -3.71532
C: -3.56111 -2.74466 -3.67887
C: -1.66945 -2.82265 1.67111
H: 3.14143 -2.02233 1.14776
H: 3.12942 0.55304 -3.91502
H: 0.75074 -1.32134 3.29074
H: 5.01790 -0.37204 -2.68638
H: 4.16213 -0.65177 1.62155
H: 1.13966 -0.54390 -3.99493
H: 0.40510 1.53291 -3.70623
H: -2.50251 -3.22786 1.09048
H: 0.55112 3.25433 -2.10750
H: 0.00930 -3.27028 0.32656
H: -1.86047 5.26633 4.90527
H: 1.14485 1.88224 -1.18792
H: -0.04922 1.49945 5.06984
H: -3.17719 -4.60107 -2.68524
H: -2.03558 3.98711 0.94426
H: 4.86775 -2.02883 0.74675
H: -3.80780 -1.09152 -4.91621
H: -4.41937 -3.21018 -4.14778
H: -1.79099 0.05328 -4.39553
H: 2.73983 1.64229 -2.58326
H: 5.13063 1.38638 -2.57935
H: -2.45084 5.40318 2.65110
H: -2.44493 -0.83862 2.05207
H: -0.05137 0.01564 -1.35265
H: -1.15998 -2.26095 4.44651
H: -0.76196 3.46896 5.95338
H: 4.06959 1.33587 -0.33014
H: -3.15246 -2.10960 3.01280
H: -1.80127 2.39715 -0.95651
H: 0.34358 -0.31990 4.64974
H: -1.27723 -3.65872 2.25830
H: -1.98806 -0.72383 4.47618
H: 5.46961 0.26719 -0.35949
H: -0.72638 3.64922 -0.36496
H: -1.23655 1.64840 -3.07223
H: -1.61211 -3.96522 -1.10479
H: 0.90205 -1.83080 -2.76547
H: 0.29456 -1.88529 1.25767

The value obtained for the HOMO energy is -8.8 eV. For the relative energy (zero: lowest compared OMol25 entry of this formula, charge and spin), the calculation gives 8.5 kJ/mol. For the total energy, the calculation gives -1603.770104 hartree. The HOMO-LUMO gap comes out at 5.69 eV. The molecular weight is 577.6 g mol⁻¹. The total charge is +1. Its strongest force on any atom is 0.50 eV/Å.

Below is a 16-piece molecular cluster, C43H116BN22O23 overall at a distorted geometry, with properties calculated with ωB97M-V/def2-TZVPD.

Cartesian coordinates (Å):
O: 1.02821 0.71070 -0.57051
O: 1.79631 -4.75301 4.15119
O: 2.59853 -2.00107 1.38408
O: -4.40632 -5.16487 1.74042
O: -0.94664 -1.73358 2.70924
O: 5.39745 -0.12156 -1.96668
O: 3.35274 6.76117 -1.27101
O: -1.25982 0.64637 -0.99923
O: 2.38651 1.55077 4.72780
O: 3.74641 3.02396 1.53633
O: -1.34651 2.34106 -2.47451
O: -0.49292 -0.09445 1.23726
O: -5.52237 4.07830 -2.66926
O: 2.50979 0.96199 -6.10022
O: -1.38926 1.28851 -7.71039
O: -0.52203 -3.43148 0.29572
O: 2.86391 5.41450 -4.59790
O: -3.97353 -0.56792 -0.89406
O: -2.37275 -9.32044 -0.15641
O: 1.49164 2.51604 -1.85691
O: -0.44141 5.30546 1.49444
O: -3.89747 -1.06819 7.20533
O: -0.10085 -1.42896 -0.61368
N: -1.46346 -0.72580 -6.57708
N: 5.80640 2.30864 0.79452
N: 2.61116 -3.73342 -0.13514
N: 4.53967 -3.04972 0.86736
N: 2.70609 -5.03322 6.91608
N: -2.02134 8.15998 -0.10952
N: -1.77619 1.16822 -5.44282
N: 6.55062 8.55759 -1.45505
N: -4.29475 2.34801 -1.82983
N: 2.53388 0.67185 2.61365
N: 2.92192 3.20550 -8.98347
N: 1.07295 6.76593 -4.97883
N: -2.56824 -1.26117 -3.52464
N: 5.12456 -2.30565 -2.52448
N: -6.60172 2.26371 -1.85504
N: 3.35024 -1.07559 -1.73218
N: 0.84968 4.88270 -3.66544
N: 3.96026 1.99941 -0.48101
N: -2.37992 -5.64602 -0.40084
N: -2.38203 -3.53941 4.39622
N: -0.36340 -1.72741 6.18143
N: 1.61384 -0.55051 4.30369
C: -3.93537 -0.70429 -3.29066
C: 4.66558 -1.09682 -2.06532
C: -4.58450 -1.19284 -1.99717
C: -3.86397 -5.47148 4.64251
C: -5.34643 -4.71332 0.79350
C: 3.46324 -4.28887 5.84749
C: -2.87761 -8.00160 -0.34107
C: -3.03286 -4.63846 3.67157
C: 1.76874 0.99526 -4.87190
C: 0.08870 4.05884 1.11657
C: -2.33234 7.38705 2.20559
C: -4.80771 -1.06227 -4.48602
C: -1.89941 -0.09418 5.21238
C: 1.02309 -4.29553 3.06365
C: -1.45716 7.35282 0.96640
C: 4.72002 7.01560 -0.99897
C: -0.74809 1.61296 -1.73331
C: -1.79452 -6.97812 -0.16417
C: 4.45203 2.50018 0.67777
C: 2.19797 2.02205 -6.96692
C: -3.41090 -10.25060 -0.05753
C: -3.90199 -4.10969 2.54941
C: 3.34270 2.22526 -7.94781
C: 3.18500 -2.87043 0.76430
C: -2.68445 -1.76528 6.98125
C: -4.57289 -0.79943 0.35073
C: 5.10251 8.33950 -1.67532
C: -1.55090 -0.88860 6.46216
C: 2.24663 0.61523 3.94112
C: 0.74361 1.71744 -1.36806
C: -1.44574 0.66552 -6.66941
C: 2.86046 5.55001 -0.71752
C: -0.62594 -1.34782 1.62718
C: 1.69195 5.68042 -4.40438
C: 4.61212 2.71043 -7.30712
C: -5.45592 2.97742 -2.15341
C: -3.82108 -0.16090 8.28099
C: 4.82425 8.25230 -3.16862
C: -1.16860 5.94618 0.48608
C: 2.52063 -3.74565 4.80252
C: -0.35219 -2.24217 0.38225
C: 4.50211 -5.22624 5.26276
C: -1.02355 -7.08785 1.15384
B: -0.20716 -0.00806 -0.19216
H: -0.43074 -7.99980 1.21269
H: -2.33678 -2.26651 7.89562
H: -3.03848 -5.47979 0.36922
H: -1.03801 0.47931 4.87559
H: -2.24151 -5.27102 3.26380
H: 2.20829 1.76259 -4.23167
H: -1.38068 8.41490 -0.84901
H: 4.99793 -3.68798 0.24528
H: 2.29173 -0.12885 2.05254
H: -3.77795 0.37169 -3.21947
H: 1.78713 -3.03153 5.20637
H: 5.46222 2.71956 -7.99048
H: -3.42775 2.79355 -2.07486
H: -2.39692 9.03848 0.22132
H: -3.30814 -3.46494 1.87944
H: -3.62943 -7.81235 0.44134
H: -2.67397 -2.27116 -3.39583
H: 3.97621 -3.43263 6.29935
H: -4.07053 -10.07648 0.80576
H: -0.64076 3.23701 1.11378
H: -4.78058 -1.86796 0.50016
H: -1.71774 -7.07938 1.99957
H: 0.98129 -3.20938 3.06291
H: -2.01234 -1.04117 -2.69295
H: 5.37993 -5.33473 5.90118
H: -5.64466 -0.90399 -2.06613
H: -4.30608 1.39262 -1.51104
H: -5.73513 -0.48560 -4.38435
H: -2.11583 -2.79042 3.75954
H: -0.14718 4.96544 -3.74476
H: 2.71669 4.09575 -8.52360
H: -4.01910 -10.23599 -0.97230
H: -4.66289 -6.03423 4.16000
H: -1.77602 7.36687 3.13812
H: -1.48003 -1.20594 -7.45848
H: 1.58445 -1.28371 3.61667
H: 3.89209 7.70941 -3.33068
H: -4.85674 -4.01163 0.11098
H: -5.07940 -2.11736 -4.48633
H: 4.47097 1.33013 -1.04540
H: -3.07148 -3.11711 5.01479
H: 6.10946 -2.42106 -2.66489
H: -1.04051 -7.04438 -0.96137
H: 5.32768 6.19092 -1.39215
H: 2.97974 1.49499 2.20848
H: -7.46611 2.73768 -2.03392
H: 2.76996 -1.89435 -1.72478
H: -2.01560 -1.03531 -5.78962
H: 4.86001 -4.87254 4.29016
H: 1.67982 7.43085 -5.42222
H: -3.51162 -0.64420 9.20960
H: -3.22722 -6.16998 5.18340
H: 4.91061 2.00700 -6.52564
H: 5.06374 -2.47233 1.49691
H: 1.97601 2.97615 -9.29251
H: -1.98639 0.59263 -4.64357
H: -2.99674 -11.24567 0.10335
H: 4.46356 3.70830 -6.89235
H: 2.95248 -0.22734 -1.37016
H: -0.62486 -2.27211 5.35400
H: 0.14269 7.07559 -4.76732
H: -1.26145 -0.13067 7.19579
H: -5.53696 -0.27995 0.42094
H: -3.01117 8.24236 2.22819
H: -6.61036 1.31530 -1.53244
H: 1.51594 -4.59515 2.13090
H: -0.37545 -6.21359 1.20087
H: 2.98366 2.15116 -0.66812
H: 2.00182 5.24044 -1.30865
H: 1.26525 4.02570 -3.33986
H: -3.26558 0.75197 8.03926
H: 0.04618 -4.77462 3.06527
H: 4.07001 -6.20495 5.04908
H: -1.69874 -4.92521 -0.17337
H: 3.44220 -5.22489 7.59846
H: -2.98827 6.51118 2.17143
H: -0.44289 7.72780 1.17666
H: 4.49833 -3.07426 -2.66921
H: 1.62044 -3.75829 -0.31852
H: -4.83704 0.22984 8.41584
H: 3.15155 -4.39938 -0.65672
H: -4.35927 -0.70243 -5.40881
H: 2.64014 5.66307 0.34526
H: 4.79060 7.12119 0.09322
H: 3.49049 1.29293 -8.50026
H: 2.08442 2.95863 -6.39247
H: 4.57063 9.14991 -1.18203
H: -1.92109 2.15531 -5.32319
H: -4.43597 -2.27976 -1.93613
H: 6.21740 2.52807 1.68110
H: 1.89730 -0.02370 -4.51240
H: 2.14794 -4.32628 7.39449
H: 7.04821 7.76184 -1.84321
H: 3.16317 -3.15436 4.12464
H: -5.65940 -5.59540 0.24027
H: -2.25118 -0.72984 4.39531
H: 0.60508 4.13596 0.15392
H: 1.24919 1.87160 -7.49699
H: -4.35732 -4.80068 5.35374
H: -4.71567 -3.49002 2.95548
H: -6.20623 -4.24311 1.27895
H: -2.08602 5.41457 0.17605
H: 6.74947 8.53361 -0.45922
H: 0.73455 1.21378 -5.13973
H: 5.56006 7.67059 -3.72177
H: 0.83942 3.81020 1.86801
H: -2.71418 0.59025 5.45835
H: -2.90972 -2.52603 6.23034
H: -3.31591 -7.98204 -1.34427
H: -0.26489 -2.46141 6.88121
H: 4.67469 9.27115 -3.52922
H: -3.90822 -0.52329 1.16610
H: -0.58726 5.95622 -0.45300
H: 1.02103 -0.66199 5.11443
H: 3.64001 4.80332 -0.91142
H: 6.28229 1.85189 0.03960

The value obtained for the HOMO energy is -6.8 eV. For the relative energy (zero: lowest compared OMol25 entry of this formula, charge and spin), the calculation gives 0.0 kJ/mol. For the total energy, the calculation gives -4668.511900 hartree. The HOMO-LUMO gap comes out at 8.29 eV. The molecular weight is 1320.3 g mol⁻¹. The total charge is -1. Its strongest force on any atom is 2.58 eV/Å.

Below is an isolated ion of composition C8H14N3 and charge +1 at a distorted geometry, with properties calculated with ωB97M-V/def2-TZVPD.

Cartesian coordinates (Å):
N: 0.79786 -2.20534 1.56878
N: 1.55863 -0.34411 -0.99849
N: -1.97362 0.08547 1.55574
C: -1.99832 0.35189 0.33352
C: -0.86277 -0.45532 3.56922
C: -1.15911 -1.14525 -1.51193
C: 0.93337 1.79098 0.13936
C: -0.91529 -0.54035 2.19103
C: 0.51458 0.28007 -0.23820
C: -0.91915 0.23032 -0.79783
C: 0.07768 -1.25269 1.60470
H: 1.25907 -0.60663 -1.90038
H: 1.39987 2.18867 -0.78317
H: -1.04970 1.02922 -1.62093
H: 2.33827 0.40046 -1.02219
H: -2.18004 -1.08431 -1.87890
H: -1.16015 -2.06094 -0.95357
H: -3.00140 0.72116 0.03725
H: -0.17061 -1.01556 4.12738
H: 1.66816 -2.27917 0.91258
H: -1.56897 0.11819 4.23775
H: 0.06909 2.37866 0.27340
H: -0.38114 -1.25342 -2.28933
H: 1.49762 1.85645 1.00529
H: 1.91914 -1.28044 -0.45859

The value obtained for the HOMO energy (alpha / beta) is -11.8 / -11.8 eV. For the relative energy (zero: lowest compared OMol25 entry of this formula, charge and spin), the calculation gives 638.4 kJ/mol. For the total energy, the calculation gives -477.053755 hartree. The HOMO-LUMO gap (alpha / beta) comes out at 7.75 / 7.75 eV. The molecular weight is 152.2 g mol⁻¹. The total charge is +1. Its strongest force on any atom is 5.41 eV/Å.